# 1
An isolated ion of composition C9H16FN2 and charge +1 in a non-equilibrium geometry, computed with ωB97M-V/def2-TZVPD.

Calculated values
ΔE to the lowest compared entry with this formula, charge and spin	52.9	kcal/mol
LUMO level	-0.1505	Eh
2S+1	1
highest occupied orbital energy	-12.45	eV
SMILES	C/C=C(\F)C(/C=C\NC)=[N+](C)C
total charge	+1

CARTESIAN COORDINATES (ANGSTROEM)
C  0.8738  -4.2706  0.8557
C  0.9366  -2.9355  0.3864
C  0.0142  -2.0200  0.7008
F  -1.0018  -2.3064  1.5159
C  -0.1452  -0.2592  0.2012
C  0.4098  0.6971  1.0884
C  0.7397  2.0378  0.9817
N  0.8573  2.7558  -0.0781
C  1.1181  4.1737  -0.0926
N  -1.0601  -0.0545  -0.7490
C  -1.3107  -1.1878  -1.6172
C  -1.8136  1.1959  -0.7686
H  1.1486  -4.3888  1.8182
H  -0.0835  -4.6540  0.6450
H  1.7088  -4.8101  0.3860
H  1.6802  -2.4595  -0.2302
H  0.6310  0.4726  2.1111
H  1.2678  2.4116  1.8009
H  0.6951  2.2463  -0.8758
H  1.0191  4.5607  -1.1397
H  2.0216  4.4536  0.2571
H  0.4568  4.5357  0.6742
H  -0.8496  -0.8689  -2.4770
H  -0.8687  -2.0780  -1.2391
H  -2.3741  -1.4193  -1.6417
H  -2.7276  0.7858  -1.0545
H  -1.7951  1.5936  0.2142
H  -1.5484  1.7924  -1.6730

Forces on atoms 1 to 3 (eV/Å):
C 1.679 -1.662 -2.625
C -1.029 4.902 -0.283
C 0.611 2.774 -0.614

---

# 2
C9H16FNO2 as an isolated structure in a non-equilibrium geometry, computed with ωB97M-V/def2-TZVPD.

Calculated values
ΔE to the lowest compared entry with this formula, charge and spin	0.0	kcal/mol
LUMO level	0.0254	Eh
2S+1	1
highest occupied orbital energy	-8.66	eV

CARTESIAN COORDINATES (ANGSTROEM)
C  -0.2254  -4.4446  0.6911
C  -0.1895  -2.9182  0.3564
C  0.5794  -0.9012  0.8872
C  1.2551  -0.3240  -0.2856
C  1.0331  1.1548  -0.5620
C  -0.5891  2.7471  -0.2732
C  0.5694  3.6888  -0.8367
C  -1.3761  0.4867  -0.3778
C  -0.8842  -0.3349  0.8923
H  -0.6436  -5.0018  -0.3308
H  -1.1001  -4.6326  1.4811
H  0.7264  -4.9402  0.9576
H  0.8239  -0.5348  1.8900
H  0.8134  -0.8417  -1.2134
H  2.4502  -0.5336  -0.2962
H  1.7459  1.3370  -1.3488
H  1.4319  1.6766  0.2939
H  -0.4389  2.5851  0.8130
H  -1.4357  3.2629  -0.7346
H  0.9266  3.2055  -2.0418
H  1.4880  3.7478  -0.0869
H  -2.3918  0.8788  -0.0599
H  -1.4245  -0.1634  -1.2438
H  -0.8924  0.3316  1.7415
H  -1.5553  -1.1967  0.9613
N  -0.3027  1.4170  -0.8352
O  -0.7246  -2.5137  -0.7086
O  0.3874  -2.2720  1.3443
F  -0.0568  5.0337  -1.0742

Forces on atoms 1 to 3 (eV/Å):
C -3.133 -1.290 -1.924
C -1.881 -3.815 -2.594
C -3.265 2.618 3.807

---

# 3
C9H16IMoNO as an isolated structure in a non-equilibrium geometry, computed with ωB97M-V/def2-TZVPD.

Calculated values
expectation value of S²	2.163
LUMO level (alpha / beta)	-0.4125 / -0.3629	Eh
2S+1	3
highest occupied orbital energy (alpha / beta)	-17.35 / -17.54	eV
total charge	+2

CARTESIAN COORDINATES (ANGSTROEM)
C  -0.5438  -0.7314  -4.0219
C  -0.6013  0.7758  -4.2267
H  0.4836  -1.0919  -3.9810
H  -1.0087  -1.2311  -4.8720
H  -1.0694  -1.0849  -3.1274
H  -0.2700  1.3623  -3.3637
H  0.0360  1.0614  -5.0707
H  -1.6086  1.1120  -4.4918
Mo  -0.5409  -0.4588  -0.4238
C  -1.7362  1.2628  -0.3835
H  -1.0880  2.1555  -0.4014
H  -2.4249  1.3468  0.4724
H  -2.3013  1.2328  -1.3335
I  -1.9459  -2.6183  -0.7977
O  1.4983  1.7853  0.5706
C  2.1257  0.5602  0.9913
C  1.2653  -0.1121  2.0142
C  1.7291  -0.3475  3.3068
C  0.9046  -0.9649  4.2356
C  -0.4013  -1.2326  3.8445
C  -0.8426  -0.9425  2.5584
N  0.0219  -0.4746  1.5925
H  1.9002  2.0087  -0.2878
H  3.0612  0.8570  1.4850
H  2.3127  -0.1450  0.1605
H  2.7663  -0.0762  3.5407
H  1.2602  -1.2344  5.2332
H  -1.1081  -1.6826  4.5368
H  -1.8739  -1.0919  2.2404

Forces on atoms 1 to 3 (eV/Å):
C 0.347 0.220 -0.277
C -0.137 0.238 -0.340
H 0.085 -0.042 0.088

---

# 4
A 2-piece molecular cluster, C9H16N overall in a non-equilibrium geometry, computed with ωB97M-V/def2-TZVPD.

Calculated values
ΔE to the lowest compared entry with this formula, charge and spin	118.6	kcal/mol
LUMO level	-0.1860	Eh
2S+1	1
highest occupied orbital energy	-14.93	eV
total charge	+1

CARTESIAN COORDINATES (ANGSTROEM)
C  0.9098  -1.1600  -0.7603
C  -1.5337  -0.1582  -0.6359
C  0.5611  1.3385  -0.8599
C  -0.4358  -1.1472  -0.0233
C  1.2774  0.2100  -0.1836
C  -0.7336  1.0290  -0.0459
C  -1.0351  -2.4228  0.5492
C  2.7238  0.4230  0.3284
C  -1.5957  2.1014  0.4774
N  0.0667  0.0114  0.8094
H  1.6601  -1.9585  -0.4157
H  0.8561  -1.1799  -1.9123
H  -1.7928  -0.1900  -1.7124
H  -2.4867  -0.3599  -0.1764
H  1.0964  2.2516  -0.6178
H  0.2856  1.2004  -1.9765
H  -1.5846  -2.8093  -0.4883
H  -1.8774  -2.2926  1.2706
H  -0.2308  -3.3098  0.7355
H  2.9366  1.5260  0.6433
H  3.4190  0.0967  -0.4268
H  2.9331  -0.1761  1.1970
H  -2.3610  1.7495  1.2401
H  -2.1119  2.5098  -0.4143
H  -0.9682  2.8361  0.9698
H  0.0218  -0.1193  2.4286

Forces on atoms 1 to 3 (eV/Å):
C 1.089 -1.180 -1.770
C 1.409 -0.947 -0.631
C -1.603 -0.112 -1.465

---

# 5
A 2-piece molecular cluster, C9H16N2O2 overall in a non-equilibrium geometry, computed with ωB97M-V/def2-TZVPD.

Calculated values
ΔE to the lowest compared entry with this formula, charge and spin	127.8	kcal/mol
LUMO level	-0.0038	Eh
2S+1	1
highest occupied orbital energy	-9.48	eV
SMILES	O=c1cc[nH]c(=O)[nH]1.CC(C)(C)C

CARTESIAN COORDINATES (ANGSTROEM)
O  2.4188  2.2544  -1.1903
C  3.0209  1.2850  -0.5585
C  3.4475  1.3630  0.7830
C  4.0044  0.1736  1.3809
N  4.3330  -1.0481  0.7746
C  3.6260  -1.1075  -0.4339
O  3.3842  -2.0182  -1.1828
N  3.2335  0.1412  -1.1846
H  3.2531  2.4470  1.2253
H  4.6767  0.3528  2.2345
H  4.8663  -1.7948  1.2219
H  3.2475  -0.1546  -2.1577
C  -3.3806  1.1997  0.6649
C  -2.5414  -0.1201  0.0393
C  -3.4917  -1.3701  -0.2647
C  -1.4498  -0.5979  0.9064
C  -2.0107  0.4192  -1.3001
H  -4.0343  1.7006  -0.1871
H  -3.7690  0.8168  1.5996
H  -2.4892  2.0103  0.7974
H  -2.7833  -2.1412  -0.6597
H  -4.2564  -1.8503  0.4529
H  -4.1428  -1.0447  -1.2125
H  -0.9725  -1.4062  0.2064
H  -1.9003  -1.1714  1.7869
H  -0.4536  0.0947  1.3379
H  -1.1644  1.0640  -1.1022
H  -1.8564  -0.5650  -2.0774
H  -2.8156  1.0681  -1.9004

Forces on atoms 1 to 3 (eV/Å):
O 2.348 -2.886 2.376
C -3.675 4.942 -4.055
C 0.897 -1.561 3.052

---

# 6
C9H16N2O2 as an isolated structure in a non-equilibrium geometry, computed with ωB97M-V/def2-TZVPD.

Calculated values
ΔE to the lowest compared entry with this formula, charge and spin	131.9	kcal/mol
LUMO level	0.0058	Eh
2S+1	1
highest occupied orbital energy	-10.05	eV

CARTESIAN COORDINATES (ANGSTROEM)
C  -2.2438  0.0691  0.1789
C  -2.1609  1.1350  -0.9918
C  -3.1708  -1.1280  -0.1168
C  -2.5507  0.6919  1.4559
C  -0.8805  -0.5744  0.3908
C  2.4166  1.1486  -0.4848
C  2.0069  -0.1433  -1.0175
C  2.6460  -1.2837  -0.9821
C  4.3664  -0.1190  0.4335
H  -1.8944  0.6886  -1.8779
H  -3.2389  1.4411  -1.1731
H  -1.5158  2.0191  -0.6944
H  -2.6351  -1.8982  0.6867
H  -4.4337  -0.9431  0.2893
H  -3.1229  -1.4546  -1.1696
H  -3.1328  -0.1688  2.1427
H  -3.2239  1.8394  1.3246
H  -1.5492  1.0925  2.0312
H  -0.0006  0.0546  0.8994
H  -1.2393  -1.3690  1.2093
H  -0.7195  -0.9285  -0.7124
H  3.8957  1.8537  0.7568
H  1.1274  0.1455  -1.7611
H  2.2354  -2.2979  -1.3811
H  4.4177  -1.9810  -0.1364
N  3.5638  1.0037  0.2805
N  3.7812  -1.2011  0.0158
O  1.7754  2.1606  -0.6045
O  5.4802  0.1471  1.0082

Forces on atoms 1 to 3 (eV/Å):
C 0.932 1.195 -1.928
C -2.233 1.009 3.102
C -1.947 -0.532 3.162

---

# 7
One molecule with the formula C9H16N2O3 in a non-equilibrium geometry, computed with ωB97M-V/def2-TZVPD.

Calculated values
ΔE to the lowest compared entry with this formula, charge and spin	94.6	kcal/mol
LUMO level	0.0313	Eh
2S+1	1
highest occupied orbital energy	-8.58	eV

CARTESIAN COORDINATES (ANGSTROEM)
C  -0.6579  0.0072  0.0665
C  -2.4041  -0.1093  -0.0611
C  0.3085  -1.1260  0.1320
C  1.4021  1.0103  0.0651
C  0.0858  -1.9803  1.3856
C  0.2359  -1.9980  -1.1242
C  1.8944  1.7991  1.2779
C  1.9647  1.5826  -1.2358
C  -4.3560  1.1454  -0.0712
N  1.5923  -0.4114  0.2401
N  -0.0872  1.1614  0.0107
O  -0.5754  2.3020  -0.0792
O  -2.9235  -1.1795  -0.2056
O  -2.9356  1.0701  0.0242
H  0.8015  -2.7979  1.4115
H  -0.9231  -2.3823  1.3741
H  0.2211  -1.3709  2.2750
H  1.0198  -2.7533  -1.0928
H  0.3636  -1.3938  -2.0222
H  -0.7277  -2.4950  -1.1763
H  1.5498  1.3189  2.1904
H  1.4945  2.8085  1.2293
H  2.9798  1.8361  1.2882
H  1.6463  0.9813  -2.0865
H  3.0505  1.6057  -1.2023
H  1.5880  2.5948  -1.3668
H  -4.5865  2.0422  -0.6442
H  -4.7770  1.2248  0.9329
H  -4.7532  0.2565  -0.5642
H  2.2862  -0.7918  -0.3898

Forces on atoms 1 to 3 (eV/Å):
C -4.281 0.026 -0.424
C 4.461 -0.855 0.319
C -0.048 -0.414 0.206

---

# 8
A 2-piece molecular cluster, C9H16N2O3S overall in a non-equilibrium geometry, computed with ωB97M-V/def2-TZVPD.

Calculated values
ΔE to the lowest compared entry with this formula, charge and spin	83.6	kcal/mol
LUMO level	-0.0158	Eh
2S+1	1
highest occupied orbital energy	-8.92	eV

CARTESIAN COORDINATES (ANGSTROEM)
C  1.7071  -0.6393  -0.8826
C  2.2361  0.6176  -0.5048
C  1.3673  1.7347  -0.1017
C  0.3007  -1.2280  -0.6470
C  -0.4325  -0.4954  0.4763
C  -0.0365  1.5441  -0.1019
C  3.7250  0.9177  -0.6276
C  -0.3836  -1.0331  -2.0321
C  -1.0626  2.3328  -0.3810
N  2.0196  2.8072  0.2007
N  -2.9225  -3.6531  2.9157
O  0.2552  0.9941  2.5584
O  -0.7391  -1.1575  2.9303
O  1.5499  -1.1372  2.0212
S  0.2592  -0.6077  2.0410
H  2.3444  -1.4686  -1.2098
H  0.4024  -2.2951  -0.4818
H  -1.4713  -0.6287  0.6102
H  3.8680  2.0372  -0.6749
H  3.9843  0.5033  -1.6340
H  4.3468  0.3425  0.1385
H  -0.7623  -0.1042  -2.2984
H  -1.1950  -1.8633  -1.9692
H  0.1796  -1.5111  -2.8205
H  -0.9072  3.4160  -0.5694
H  -0.2476  0.9274  3.2871
H  -2.0694  2.1048  -0.4235
H  1.4914  3.7365  0.5245
H  -2.1962  -3.5284  2.2710
H  -2.7806  -3.0043  3.7057
H  -3.7287  -3.3991  2.3586

Forces on atoms 1 to 3 (eV/Å):
C 0.973 1.800 2.196
C -0.928 -3.446 -1.318
C 2.324 1.212 0.710

---

Number 1: total energy -561.515983 hartree. Number 2: total energy -657.467381 hartree. Number 3: total energy -847.686935 hartree. Number 4: total energy -406.860584 hartree. Number 5: total energy -612.382172 hartree. Number 6: total energy -612.375506 hartree. Number 7: total energy -687.694155 hartree. Number 8: total energy -1085.758588 hartree.